1.
Density functional theory data (the ωB97M-V functional and the def2-TZVPD basis) for a 2-piece molecular cluster, C4H11NO2 overall.

Its structure (SMILES) is CNCCC=O.O. Its LUMO energy is 0.031 Eh.

Each line ends with the Mulliken charge.
Geometry (Å):
C 1.141 -1.479 1.346  -0.93
N 0.235 -0.406 0.873  -0.35
C 0.511 -0.188 -0.566  -0.73
C -0.542 0.797 -1.141  -0.46
C 0.156 1.819 -2.061  -0.10
O 1.297 2.188 -1.923  -0.47
H 0.942 -2.405 0.834  0.32
H 0.947 -1.690 2.423  0.29
H 2.161 -1.130 1.250  0.36
H 0.438 0.477 1.326  0.22
H 0.390 -1.127 -1.135  0.36
H 1.496 0.202 -0.800  0.52
H -1.309 0.318 -1.764  0.31
H -0.996 1.403 -0.340  0.27
H -0.353 2.453 -2.841  0.39
O -2.469 -0.267 1.281  -0.70
H -2.428 -0.259 2.244  0.28
H -1.619 -0.708 0.995  0.42

***

2.
Density functional theory data (the ωB97M-V functional and the def2-TZVPD basis) for C6H11NP2 as an isolated structure.

Its LUMO energy is -0.020 Eh.

Each line ends with the Mulliken charge.
Geometry (Å):
C 0.354 1.260 -0.167  -1.24
C -0.885 0.625 -0.157  1.23
C -1.027 -0.681 -0.127  -0.19
C 1.484 0.507 0.063  0.69
C -2.069 1.444 -0.464  -1.36
C -1.694 -1.783 0.525  -0.89
N 1.567 -0.755 0.177  -0.36
P 3.078 1.445 0.157  -0.18
P 3.082 -1.366 -0.362  -0.13
H 0.362 2.260 -0.199  0.37
H -2.553 0.994 -1.231  0.41
H -2.769 1.412 0.488  0.28
H -1.870 2.475 -0.790  0.35
H -0.876 -2.191 1.319  0.29
H -2.535 -1.337 1.243  0.29
H -2.285 -2.506 -0.160  0.28
H 3.602 1.097 1.512  0.07
H 2.347 2.532 0.764  0.01
H 2.792 -1.496 -1.674  0.04
H 2.591 -2.645 0.102  0.05

***

3.
Density functional theory data (the ωB97M-V functional and the def2-TZVPD basis) for CH2O4S as an isolated structure.

Its LUMO energy (spin up / spin down) is -0.048 / -0.048 Eh.

Each line ends with the Mulliken charge.
Geometry (Å):
C 0.187 -1.404 0.399  0.28
O -1.292 1.145 0.149  -0.67
O 1.502 1.909 -0.455  -0.36
O 0.890 -0.274 0.513  -0.25
O -0.059 -1.913 -0.651  -0.45
S 0.683 0.801 -0.760  0.79
H -0.121 -1.792 1.380  0.35
H -1.790 1.528 -0.576  0.30

***

4.
Density functional theory data (the ωB97M-V functional and the def2-TZVPD basis) for C7H6NO2Se as an isolated structure.

As for the charge: -1. Its LUMO energy is 0.121 Eh.

Each line ends with the Mulliken charge.
Geometry (Å):
C -1.106 -2.142 -0.274  -0.46
C 0.306 -2.145 -0.151  -0.25
C -1.736 -0.953 -0.121  -0.37
C 0.966 -0.955 -0.070  0.16
C 0.093 0.360 -0.009  0.20
C 2.496 -0.809 0.072  0.56
C -0.612 3.092 0.275  -1.09
N -1.137 0.236 -0.219  -0.41
O 2.834 0.360 0.337  -0.71
O 3.204 -1.817 -0.034  -0.74
Se 1.028 1.991 0.007  0.17
H -1.596 -3.178 -0.116  0.24
H 0.828 -3.095 -0.208  0.43
H -2.802 -0.821 -0.259  0.35
H -0.255 4.166 0.028  0.23
H -1.294 2.685 -0.399  0.32
H -1.217 3.028 1.142  0.37

***

5.
Density functional theory data (the ωB97M-V functional and the def2-TZVPD basis) for C30H23ClN7SeV as an isolated structure.

The spin multiplicity is 2. As for the charge: +1. Its LUMO energy (spin up / spin down) is -0.120 / -0.125 Eh.

Each line ends with the Löwdin spin population.
Geometry (Å):
V -0.770 -0.434 0.084  1.23
C 1.344 -0.234 -3.110  0.00
C 1.468 -1.625 -2.559  0.00
C 2.251 -2.565 -3.214  0.00
C 2.343 -3.847 -2.703  0.00
C 1.629 -4.166 -1.564  0.00
C 0.860 -3.177 -0.965  0.00
N 0.806 -1.923 -1.432  0.00
C 0.044 -3.442 0.246  -0.02
C -0.200 -4.703 0.726  0.00
C -1.001 -4.870 1.864  -0.03
C -1.499 -3.757 2.488  0.00
C -1.209 -2.489 1.974  -0.04
N -0.475 -2.335 0.836  -0.03
C -1.626 -1.259 2.620  -0.01
C -2.486 -1.240 3.726  -0.01
C -2.703 -0.059 4.381  -0.01
C -2.024 1.086 3.959  -0.02
C -1.229 1.039 2.840  0.00
C -0.465 2.258 2.419  0.00
N -1.084 -0.108 2.115  -0.02
H 2.191 0.388 -2.812  0.00
H 0.425 0.234 -2.765  0.00
H 1.326 -0.258 -4.199  0.00
H 2.774 -2.289 -4.119  0.00
H 2.956 -4.592 -3.192  0.00
H 1.680 -5.161 -1.151  0.00
H 0.206 -5.564 0.217  0.00
H -1.206 -5.860 2.247  0.00
H -2.085 -3.854 3.389  0.00
H -2.965 -2.148 4.058  0.00
H -3.365 -0.019 5.236  0.00
H -2.106 2.014 4.507  0.00
H -0.199 2.838 3.302  0.00
H -1.052 2.907 1.767  0.00
H 0.455 1.986 1.909  0.00
Se 2.547 6.191 -2.309  0.00
N 3.212 4.631 -1.728  0.00
C 2.191 3.890 -1.398  0.00
C 2.323 2.540 -0.834  0.00
C 3.556 1.959 -0.544  0.00
C 3.587 0.693 0.003  0.00
C 2.383 0.031 0.231  0.01
N 1.204 0.571 -0.058  0.00
C 1.171 1.814 -0.568  0.00
C -0.170 2.384 -0.808  0.00
N -1.223 1.603 -0.492  0.00
C -2.444 2.117 -0.611  0.00
C -2.676 3.416 -1.054  0.00
C -1.603 4.203 -1.405  0.00
C -0.317 3.679 -1.280  0.00
C 0.887 4.454 -1.611  0.00
N 0.848 5.657 -2.114  0.00
H 4.461 2.514 -0.748  0.00
H 4.519 0.211 0.259  0.00
H 2.354 -0.967 0.649  0.00
H -3.260 1.460 -0.345  0.00
H -3.690 3.780 -1.123  0.00
H -1.728 5.216 -1.763  0.00
Cl -1.962 -0.849 -2.153  0.00
C -2.676 -1.149 -0.467  -0.02
H -2.886 -2.216 -0.419  0.00
H -3.620 -0.606 -0.435  0.00

***

6.
Density functional theory data (the ωB97M-V functional and the def2-TZVPD basis) for CH5NO as an isolated structure.

Its LUMO energy is -0.015 Eh.

Each line ends with the Mulliken charge.
Geometry (Å):
C 1.525 -0.047 -0.417  -0.21
N 0.512 0.102 0.412  -0.60
H 1.887 -1.069 -0.473  0.26
H 2.318 0.723 -0.620  0.23
H 0.123 -0.029 -0.669  0.24
H -2.734 0.325 1.055  0.31
H -1.338 0.048 0.415  0.46
O -2.293 -0.054 0.297  -0.67

***

E_tot values (in hartree) by entry order: -364.202982 -972.437908 -738.369885 -2877.030298 -5345.824598 -170.934925.
Energy relative to the best compared isomer or geometry (same formula, charge and spin) values (in eV) by entry order: 1.774 5.878 2.171 0.000 0.000 4.007.